<1>
Here is one molecule with the formula C5H5NO from the Open Molecules 2025 dataset. Energies are from ωB97M-V/def2-TZVPD.

Values from the calculation:
Gap between HOMO and LUMO (alpha / beta) in eV: 7.02 / 7.00
Spin multiplicity: 1
LUMO level (alpha / beta) in eV: -0.44 / -0.44
Charge: 0

Each line ends with the natural charge from an NBO analysis.
Element x y z (Å)
O (0.017, 0.620, -2.032)  -0.63
C (-0.114, 0.337, -0.728)  0.44
C (-1.214, -0.531, -0.326)  -0.64
C (-0.991, -1.382, 0.981)  0.20
N (0.158, -1.210, 1.606)  -0.55
C (0.777, 0.725, 0.249)  -0.43
C (0.902, -0.125, 1.364)  0.14
H (0.878, 1.032, -2.199)  0.49
H (1.531, 1.488, 0.088)  0.22
H (-2.020, 0.088, 0.099)  0.30
H (-1.658, -1.094, -1.150)  0.27
H (1.734, 0.052, 2.047)  0.20



<2>
Here is one molecule with the formula C5H5NO from the Open Molecules 2025 dataset. Energies are from ωB97M-V/def2-TZVPD.

Values from the calculation:
Gap between HOMO and LUMO in eV: 11.33
Spin multiplicity: 1
SMILES string: C#C[C@@H](O)CC#N
LUMO level in eV: 0.64
Charge: 0

Each line ends with the natural charge from an NBO analysis.
Element x y z (Å)
C (-2.155, -0.802, -0.554)  -0.19
C (-1.120, -0.610, 0.031)  -0.06
C (0.164, -0.352, 0.699)  0.04
O (0.880, -1.536, 0.970)  -0.68
C (1.041, 0.605, -0.138)  -0.52
C (0.374, 1.870, -0.454)  0.28
N (-0.163, 2.864, -0.699)  -0.31
H (-3.081, -0.959, -1.063)  0.25
H (-0.027, 0.111, 1.671)  0.22
H (0.808, -2.111, 0.198)  0.47
H (1.963, 0.809, 0.416)  0.26
H (1.316, 0.112, -1.077)  0.25



Order from most stable to least stable according to the calculation: <2>, <1>



<1>
Here is a 2-piece molecular cluster, C2H7NO3S overall from the Open Molecules 2025 dataset. Energies are from ωB97M-V/def2-TZVPD.

Values from the calculation:
Gap between HOMO and LUMO in eV: 10.56
Spin multiplicity: 1
LUMO level in eV: 0.82
Charge: 0

Each line ends with the natural charge from an NBO analysis.
Element x y z (Å)
C (1.457, -0.679, 2.678)  -0.29
C (-1.730, -0.315, -1.553)  0.31
N (-0.212, 1.631, 1.942)  -1.02
O (-1.942, -0.475, 1.216)  -0.92
O (0.003, -0.906, 2.639)  -0.72
O (-0.869, 0.434, -1.619)  -0.50
S (-0.590, -0.097, 1.283)  1.64
H (1.668, -0.275, 3.705)  0.21
H (1.754, -0.090, 1.858)  0.17
H (1.822, -1.705, 2.574)  0.21
H (-2.799, -0.013, -1.759)  0.09
H (-0.827, 1.938, 2.549)  0.37
H (-1.583, -1.435, -1.566)  0.09
H (0.792, 1.495, 2.103)  0.37



<2>
Here is one molecule with the formula C2H7NO3S from the Open Molecules 2025 dataset. Energies are from ωB97M-V/def2-TZVPD.

Values from the calculation:
Gap between HOMO and LUMO in eV: 9.39
Spin multiplicity: 1
SMILES string: C[C@@H](N)S(=O)(=O)O
LUMO level in eV: 0.54
Charge: 0

Each line ends with the natural charge from an NBO analysis.
Element x y z (Å)
C (1.516, 0.102, 0.697)  -0.68
C (0.531, 0.051, -0.461)  0.02
N (0.742, -0.922, -1.348)  -0.79
S (-1.575, -0.138, 0.339)  2.03
O (-1.861, -0.967, 1.475)  -0.93
O (-2.536, -0.175, -0.733)  -0.98
O (-1.497, 1.494, 0.651)  -0.94
H (2.504, 0.368, 0.357)  0.23
H (1.179, 0.889, 1.389)  0.25
H (1.667, -0.893, 1.348)  0.24
H (0.094, 0.924, -0.909)  0.23
H (0.267, -0.899, -2.283)  0.41
H (1.269, -1.764, -1.091)  0.40
H (-2.300, 1.929, 0.568)  0.49



Order from most stable to least stable according to the calculation: <2>, <1>



<1>
Here is one molecule with the formula C2H7NO3S from the Open Molecules 2025 dataset. Energies are from ωB97M-V/def2-TZVPD.

Values from the calculation:
Gap between HOMO and LUMO in eV: 10.76
Spin multiplicity: 1
LUMO level in eV: 0.59
Charge: 0

Each line ends with the natural charge from an NBO analysis.
Element x y z (Å)
C (1.615, 0.494, 0.715)  -0.64
C (0.684, 0.571, -0.622)  0.26
N (0.890, -0.747, -1.202)  -0.82
O (-1.985, -1.120, 1.122)  -0.93
O (-3.163, 0.664, -0.444)  -0.88
O (-0.682, 0.792, -0.241)  -0.75
S (-2.033, -0.228, -0.349)  1.72
H (1.167, -0.041, 1.609)  0.22
H (1.734, 1.501, 1.051)  0.21
H (2.535, 0.024, 0.355)  0.22
H (1.196, 1.246, -1.174)  0.18
H (0.281, -0.780, -2.039)  0.35
H (0.528, -1.327, -0.519)  0.35
H (-2.766, -1.049, 1.736)  0.51



<2>
Here is one molecule with the formula C2H7NO3S from the Open Molecules 2025 dataset. Energies are from ωB97M-V/def2-TZVPD.

Values from the calculation:
Gap between HOMO and LUMO in eV: 10.39
Spin multiplicity: 1
SMILES string: C[C@@H](N)S(=O)(=O)O
LUMO level in eV: 0.54
Charge: 0

Each line ends with the natural charge from an NBO analysis.
Element x y z (Å)
C (-0.187, 0.551, 1.274)  -0.64
C (0.157, -0.099, 0.032)  -0.23
N (-0.889, 0.086, -0.950)  -0.81
S (1.735, 0.597, -0.670)  2.28
O (2.523, 1.211, 0.388)  -0.95
O (1.478, 1.382, -1.830)  -0.93
O (2.602, -0.703, -1.074)  -0.92
H (0.025, 1.628, 1.150)  0.24
H (-1.229, 0.337, 1.656)  0.24
H (0.503, 0.211, 1.981)  0.24
H (0.436, -1.105, 0.043)  0.22
H (-0.589, 0.043, -1.865)  0.37
H (-1.447, 0.974, -0.889)  0.37
H (3.461, -0.553, -1.509)  0.52



Order from most stable to least stable according to the calculation: <2>, <1>



<1>
Here is one molecule with the formula C3H3NO2 from the Open Molecules 2025 dataset. Energies are from ωB97M-V/def2-TZVPD.

Values from the calculation:
Gap between HOMO and LUMO in eV: 9.61
Spin multiplicity: 1
SMILES string: O=CN=C=CO
LUMO level in eV: 0.57
Charge: 0

Each line ends with the natural charge from an NBO analysis.
Element x y z (Å)
O (0.480, 0.364, -2.011)  -0.52
C (1.169, 0.578, -1.050)  0.54
N (0.719, 1.355, 0.074)  -0.45
C (0.042, 0.562, 0.746)  0.27
C (-0.609, -0.538, 1.079)  -0.02
O (-1.841, -0.851, 0.585)  -0.66
H (2.179, 0.164, -0.908)  0.13
H (-0.209, -1.231, 1.806)  0.22
H (-1.945, -0.415, -0.272)  0.49



<2>
Here is one molecule with the formula C3H3NO2 from the Open Molecules 2025 dataset. Energies are from ωB97M-V/def2-TZVPD.

Values from the calculation:
Gap between HOMO and LUMO in eV: 11.05
Spin multiplicity: 1
SMILES string: O=[N+]([O-])C1C=C1
LUMO level in eV: 0.50
Charge: 0

Each line ends with the natural charge from an NBO analysis.
Element x y z (Å)
O (-1.899, 1.072, -0.055)  -0.37
N (-1.364, 0.001, 0.098)  0.52
O (-1.887, -1.076, -0.059)  -0.37
C (0.052, 0.008, 0.523)  -0.17
C (1.060, -0.657, -0.350)  -0.15
C (1.059, 0.646, -0.371)  -0.15
H (0.126, 0.026, 1.606)  0.21
H (1.428, -1.599, -0.671)  0.24
H (1.425, 1.578, -0.721)  0.24



Order from most stable to least stable according to the calculation: <1>, <2>



<1>
Here is a 3-piece molecular cluster, C3H3NO2 overall from the Open Molecules 2025 dataset. Energies are from ωB97M-V/def2-TZVPD.

Values from the calculation:
Gap between HOMO and LUMO in eV: 11.18
Spin multiplicity: 1
LUMO level in eV: -0.07
Charge: 0

Each line ends with the natural charge from an NBO analysis.
Element x y z (Å)
C (-1.817, 0.045, 0.181)  0.29
O (-0.918, 0.515, -0.471)  -0.52
C (1.558, 1.072, -1.290)  0.51
O (1.207, 1.976, -1.881)  -0.50
C (1.457, -1.087, 0.818)  0.07
N (2.434, -1.377, 1.356)  -0.32
H (0.568, -0.771, 0.307)  0.23
H (-1.668, -0.277, 1.229)  0.12
H (-2.820, -0.097, -0.250)  0.13



<2>
Here is one molecule with the formula C3H3NO2 from the Open Molecules 2025 dataset. Energies are from ωB97M-V/def2-TZVPD.

Values from the calculation:
Gap between HOMO and LUMO in eV: 9.33
Spin multiplicity: 1
SMILES string: Oc1ncco1
LUMO level in eV: 0.50
Charge: 0

Each line ends with the natural charge from an NBO analysis.
Element x y z (Å)
O (1.971, -0.095, 0.079)  -0.64
C (0.724, 0.029, -0.062)  0.75
N (-0.097, 1.084, -0.045)  -0.57
C (-1.387, 0.673, -0.037)  -0.13
C (-1.398, -0.584, 0.000)  0.04
O (-0.140, -1.070, -0.064)  -0.44
H (2.475, 0.779, 0.046)  0.53
H (-1.961, 1.550, 0.328)  0.24
H (-2.104, -1.297, 0.407)  0.21



Order from most stable to least stable according to the calculation: <2>, <1>



<1>
Here is one molecule with the formula C3H3NO2 from the Open Molecules 2025 dataset. Energies are from ωB97M-V/def2-TZVPD.

Values from the calculation:
Gap between HOMO and LUMO in eV: 11.77
Spin multiplicity: 1
SMILES string: COC(=O)C#N
LUMO level in eV: 0.04
Charge: 0

Each line ends with the natural charge from an NBO analysis.
Element x y z (Å)
C (-1.137, -0.308, 0.208)  -0.27
O (-0.415, 0.818, -0.293)  -0.47
C (0.909, 0.850, -0.298)  0.71
O (1.536, 1.852, -0.470)  -0.49
C (1.595, -0.449, -0.124)  0.14
N (2.116, -1.476, -0.026)  -0.24
H (-0.476, -1.130, 0.487)  0.20
H (-1.697, 0.047, 1.070)  0.20
H (-1.817, -0.639, -0.574)  0.20



<2>
Here is a 2-piece molecular cluster, C3H3NO2 overall from the Open Molecules 2025 dataset. Energies are from ωB97M-V/def2-TZVPD.

Values from the calculation:
Gap between HOMO and LUMO in eV: 9.35
Spin multiplicity: 1
LUMO level in eV: 0.09
Charge: 0

Each line ends with the natural charge from an NBO analysis.
Element x y z (Å)
O (-0.521, -0.065, 1.525)  -0.65
C (-0.873, -0.639, 0.403)  0.62
C (-2.015, -1.306, -0.051)  -0.13
O (-0.306, -0.606, -0.705)  -0.56
C (1.782, 1.502, -0.834)  0.17
N (1.546, 1.530, 0.293)  -0.39
H (0.257, 0.511, 1.355)  0.53
H (-1.863, -2.391, -0.102)  0.17
H (1.992, 1.462, -1.884)  0.24



Order from most stable to least stable according to the calculation: <1>, <2>



<1>
Here is one molecule with the formula C4H6Cl2O from the Open Molecules 2025 dataset. Energies are from ωB97M-V/def2-TZVPD.

Values from the calculation:
Gap between HOMO and LUMO in eV: 9.90
Spin multiplicity: 1
SMILES string: CC(CO)=C(Cl)Cl
LUMO level in eV: 0.66
Charge: 0

Each line ends with the natural charge from an NBO analysis.
Element x y z (Å)
C (-0.466, -1.363, -0.846)  -0.64
C (-1.110, -0.095, -0.578)  -0.04
C (-0.105, 1.067, -0.753)  -0.07
O (0.815, 1.024, 0.297)  -0.71
C (-2.312, 0.023, 0.008)  -0.08
Cl (-3.132, 1.577, 0.095)  0.00
Cl (-3.398, -1.284, 0.273)  0.04
H (0.176, -1.282, -1.623)  0.21
H (-1.282, -2.116, -1.180)  0.22
H (-0.019, -1.828, -0.009)  0.24
H (0.369, 0.658, -1.625)  0.17
H (-0.521, 1.971, -1.003)  0.18
H (0.560, 1.447, 1.111)  0.48



<2>
Here is a 2-piece molecular cluster, C4H6Cl2O overall from the Open Molecules 2025 dataset. Energies are from ωB97M-V/def2-TZVPD.

Values from the calculation:
Gap between HOMO and LUMO in eV: 7.47
Spin multiplicity: 1
LUMO level in eV: -0.46
Charge: 0

Each line ends with the natural charge from an NBO analysis.
Element x y z (Å)
C (-0.907, -1.109, 0.091)  0.02
C (0.301, 0.737, -0.547)  0.27
C (-1.790, -1.712, -0.919)  -0.81
C (1.896, 1.616, 1.098)  -0.29
O (0.592, 1.495, 0.465)  -0.51
Cl (-1.821, -0.484, 1.389)  0.01
Cl (1.703, 0.094, -1.375)  -0.08
H (-1.443, -2.554, -1.572)  0.25
H (-2.894, -1.948, -0.555)  0.21
H (-1.840, -0.940, -1.705)  0.29
H (2.599, 2.049, 0.283)  0.22
H (1.959, 0.506, 1.460)  0.22
H (1.643, 2.250, 1.888)  0.20



Order from most stable to least stable according to the calculation: <1>, <2>